{"formula": "C26H54Cl2N2O3P2Ru", "method": "ωB97M-V/def2-TZVPD", "e_tot_ev": -83160.753, "charge": -1, "max_force_ha_per_bohr": 0.083, "multiplicity": 6, "e_above_lowest_ev": 1.569, "species": ["Ru", "Cl", "P", "C", "C", "C", "C", "H", "C", "H", "H", "H", "H", "H", "H", "H", "C", "C", "H", "H", "H", "H", "H", "H", "C", "H", "C", "H", "H", "H", "H", "H", "H", "Cl", "H", "P", "C", "C", "C", "C", "H", "C", "H", "H", "H", "H", "H", "H", "H", "C", "C", "H", "H", "H", "H", "H", "H", "C", "H", "C", "H", "H", "H", "H", "H", "H", "C", "C", "C", "C", "C", "C", "O", "N", "C", "O", "N", "C", "O", "H", "H", "H", "H", "H", "H", "H", "H", "H", "H", "H"], "coordinates": [[0.023, 0.509, -0.284], [0.522, -0.293, -2.374], [-0.256, -3.622, -0.921], [1.102, -3.587, -2.120], [-0.903, -5.254, -0.275], [-1.684, -2.954, -1.913], [2.443, -3.194, -1.472], [0.825, -2.754, -2.785], [1.267, -4.856, -2.972], [1.746, -5.666, -2.401], [1.938, -4.607, -3.810], [0.336, -5.232, -3.409], [2.534, -2.097, -1.439], [3.273, -3.574, -2.085], [2.552, -3.619, -0.462], [-1.180, -2.225, -2.574], [-2.693, -2.169, -1.085], [-2.332, -4.041, -2.776], [-1.656, -4.421, -3.550], [-3.205, -3.618, -3.284], [-2.673, -4.885, -2.165], [-2.265, -1.221, -0.724], [-3.064, -2.742, -0.228], [-3.555, -1.919, -1.719], [0.437, -4.932, 0.221], [-0.952, -5.957, -1.113], [-2.088, -5.354, 0.669], [1.293, -5.496, -0.169], [0.555, -4.578, 1.253], [2.073, -1.286, 0.497], [-2.900, -4.667, 0.412], [-1.770, -5.189, 1.703], [-2.495, -6.370, 0.607], [-1.032, 0.956, 1.704], [-0.819, 1.777, -1.142], [0.257, 3.217, -1.554], [-0.599, 3.713, -3.095], [0.143, 4.411, -0.166], [2.013, 2.961, -1.980], [-1.963, 3.004, -3.194], [0.080, 3.305, -3.866], [-0.692, 5.238, -3.278], [-1.365, 5.703, -2.534], [-1.128, 5.393, -4.278], [0.306, 5.715, -3.265], [-1.824, 1.912, -3.239], [-2.474, 3.327, -4.112], [-2.593, 3.256, -2.326], [1.938, 2.524, -2.994], [2.579, 1.905, -1.029], [2.833, 4.257, -2.080], [2.491, 4.904, -2.904], [3.869, 3.966, -2.308], [2.851, 4.835, -1.144], [1.780, 1.159, -0.699], [3.024, 2.332, -0.123], [3.308, 1.268, -1.549], [-1.324, 4.515, 0.268], [0.494, 5.339, -0.656], [1.056, 4.056, 1.019], [-1.958, 4.954, -0.526], [-1.355, 5.172, 1.157], [-1.677, 3.499, 0.549], [0.907, 3.003, 1.316], [0.765, 4.691, 1.870], [2.122, 4.245, 0.823], [-3.084, 0.848, 3.935], [-1.785, 1.331, 4.401], [1.451, -0.613, 3.599], [1.927, 0.177, 4.797], [1.513, 1.649, 4.792], [0.353, -1.516, 3.755], [-0.373, -1.599, 4.749], [-0.014, -2.297, 2.576], [0.415, -1.980, 1.360], [-0.215, -2.416, 0.292], [1.316, -0.980, 1.148], [1.818, -0.173, 2.309], [2.427, 0.852, 1.998], [-3.508, 1.532, 3.176], [-3.813, 0.760, 4.765], [-2.981, -0.172, 3.518], [-1.487, 2.357, 4.206], [-1.280, 0.739, 5.156], [1.559, -0.317, 5.703], [3.029, 0.119, 4.815], [0.424, 1.732, 4.681], [1.817, 2.131, 5.733], [2.018, 2.158, 3.959], [-0.784, -2.961, 2.664]], "lowdin_spin": [2.3376, 0.0999, 0.0281, 0.0034, 0.0022, 0.0010, 0.0035, 0.0005, 0.0016, 0.0001, 0.0004, 0.0001, 0.0022, 0.0001, 0.0014, 0.0008, 0.0101, 0.0002, 0.0001, 0.0000, 0.0001, 0.0107, 0.0006, 0.0007, 0.0137, 0.0005, 0.0012, 0.0021, 0.0052, 0.0280, 0.0001, 0.0006, 0.0001, 0.1289, 0.0602, 0.2013, 0.0273, 0.0167, 0.0201, 0.0041, 0.0004, 0.0111, 0.0002, 0.0023, 0.0003, 0.0004, -0.0001, 0.0001, 0.0000, 0.0620, 0.0109, 0.0007, 0.0023, 0.0003, 0.0196, 0.0016, 0.0021, 0.0010, 0.0072, -0.0007, 0.0001, -0.0001, 0.0004, 0.0003, -0.0001, 0.0000, 0.1141, 0.6956, 0.0117, 0.0017, 0.0051, 0.0301, 0.0365, 0.1512, 0.4224, 0.1176, 0.1163, 0.0106, 0.0067, -0.0007, 0.0343, 0.0205, 0.0385, 0.0377, 0.0001, 0.0007, 0.0035, 0.0007, 0.0001, 0.0071]}

{"formula": "C26H54ClLiO11", "method": "ωB97M-V/def2-TZVPD", "e_tot_ev": -63077.236, "charge": 0, "max_force_ha_per_bohr": 0.105, "multiplicity": 1, "e_above_lowest_ev": 1.451, "species": ["Li", "Cl", "O", "O", "O", "O", "C", "C", "C", "O", "C", "H", "H", "H", "H", "H", "H", "H", "H", "C", "C", "C", "O", "C", "H", "H", "H", "H", "H", "H", "H", "H", "C", "C", "C", "O", "C", "H", "H", "H", "H", "H", "H", "H", "H", "C", "C", "C", "O", "C", "H", "H", "H", "H", "H", "H", "H", "H", "C", "C", "C", "O", "C", "H", "H", "H", "H", "H", "H", "H", "H", "C", "C", "C", "O", "C", "H", "H", "H", "H", "H", "H", "H", "H", "C", "C", "O", "H", "H", "H", "H", "H", "H"], "coordinates": [[2.005, -0.036, -2.214], [0.077, 0.398, 0.596], [-0.075, 1.027, 1.917], [1.088, 0.922, -0.256], [0.266, -1.063, 0.611], [-1.191, 0.659, -0.148], [-4.836, 0.406, -0.935], [-4.425, -0.133, 0.416], [-5.425, -1.280, 0.717], [-6.268, -1.249, -0.417], [-5.630, -0.740, -1.540], [-4.029, 0.858, -1.511], [-5.608, 1.153, -0.750], [-4.422, 0.658, 1.166], [-3.444, -0.600, 0.337], [-5.980, -1.081, 1.634], [-4.999, -2.281, 0.664], [-6.399, -0.404, -2.235], [-5.112, -1.516, -2.103], [1.648, -4.316, -2.670], [3.044, -4.220, -3.194], [3.487, -2.780, -2.902], [2.437, -2.156, -2.287], [1.589, -3.166, -1.656], [1.512, -5.257, -2.136], [0.835, -4.137, -3.374], [2.972, -4.464, -4.253], [3.763, -4.962, -2.846], [3.738, -2.187, -3.782], [4.445, -2.735, -2.385], [0.526, -2.934, -1.580], [1.955, -3.473, -0.676], [-1.700, -0.349, -4.771], [-0.518, -0.761, -5.681], [0.484, -1.439, -4.670], [0.387, -0.526, -3.567], [-0.956, 0.045, -3.460], [-2.123, -1.334, -4.570], [-2.412, 0.324, -5.249], [0.015, 0.109, -6.064], [-0.805, -1.340, -6.559], [1.477, -1.583, -5.095], [0.200, -2.464, -4.431], [-0.915, 1.134, -3.440], [-1.442, -0.290, -2.543], [4.589, 3.305, 1.534], [3.508, 2.689, 2.360], [2.404, 3.727, 2.359], [2.732, 4.685, 1.392], [3.676, 4.104, 0.526], [5.333, 2.614, 1.138], [5.008, 4.130, 2.111], [3.799, 2.326, 3.346], [3.197, 1.790, 1.827], [2.525, 4.240, 3.313], [1.385, 3.341, 2.334], [4.237, 4.861, -0.022], [3.195, 3.485, -0.231], [6.088, -0.148, 0.080], [4.995, -0.726, 1.066], [3.930, -1.201, 0.210], [3.960, -0.289, -0.849], [5.192, 0.425, -1.074], [6.739, -0.955, -0.255], [6.729, 0.604, 0.539], [4.558, -0.058, 1.807], [5.377, -1.590, 1.609], [2.964, -1.209, 0.715], [4.029, -2.190, -0.237], [5.112, 1.506, -0.957], [5.541, 0.213, -2.084], [-2.788, -2.046, 4.058], [-4.169, -1.923, 4.700], [-4.741, -0.554, 4.328], [-3.547, 0.229, 4.265], [-2.517, -0.603, 3.723], [-2.851, -2.733, 3.214], [-2.044, -2.543, 4.681], [-4.117, -2.066, 5.779], [-4.786, -2.718, 4.282], [-5.401, -0.139, 5.089], [-5.252, -0.539, 3.365], [-1.566, -0.297, 4.160], [-2.419, -0.357, 2.666], [-3.131, 4.869, 2.640], [-2.255, 3.753, 2.016], [-2.661, 2.541, 2.602], [-2.904, 5.842, 2.206], [-2.888, 5.089, 3.679], [-4.200, 4.672, 2.556], [-1.176, 3.867, 2.116], [-2.525, 3.700, 0.961], [-2.099, 1.845, 2.252]], "mulliken_charge": [0.7069, 1.7377, -0.6046, -0.6810, -0.7392, -0.6639, -0.5421, 0.4354, -0.3360, -0.4895, -0.5014, 0.3083, 0.2653, 0.1268, -0.1860, 0.1334, 0.2835, 0.3260, 0.2379, -0.5859, -0.6677, -0.5298, -0.0525, -0.5298, 0.3624, 0.2212, 0.2458, 0.3566, 0.5014, 0.1148, 0.1643, 0.4784, -0.6563, -0.7979, -0.3735, 0.0502, -0.4486, 0.2212, 0.4220, 0.3114, 0.4197, 0.3050, 0.0290, 0.2823, 0.2179, -0.4239, 0.1250, -0.1381, -0.4190, -0.3082, 0.1764, 0.3255, 0.4469, -0.4239, 0.3223, -0.1709, 0.3750, 0.0959, -0.7560, -0.4044, -0.0270, 0.0082, -0.4304, 0.3373, 0.4137, 0.0920, 0.4050, -0.0322, 0.1353, 0.1552, 0.3147, -0.6134, -0.5451, 0.1887, -0.4294, 0.4394, 0.2793, 0.3221, 0.2603, 0.3077, 0.3417, -0.3632, 0.3848, -0.6250, -1.4036, 0.4698, -0.3688, 0.4034, 0.3261, 0.3016, -0.1219, 0.2117, 0.1602]}

{"formula": "C26H54F3InO19PS5", "method": "ωB97M-V/def2-TZVPD", "e_tot_ev": -143531.177, "charge": -1, "max_force_ha_per_bohr": 0.059, "multiplicity": 1, "species": ["O", "C", "C", "In", "C", "C", "C", "F", "F", "F", "P", "O", "O", "O", "C", "C", "C", "C", "C", "C", "H", "H", "H", "H", "H", "H", "H", "H", "H", "H", "H", "H", "H", "H", "O", "S", "O", "O", "C", "C", "C", "H", "H", "H", "H", "H", "H", "H", "H", "O", "S", "O", "O", "C", "C", "C", "H", "H", "H", "H", "H", "H", "H", "H", "O", "S", "O", "O", "C", "C", "C", "H", "H", "H", "H", "H", "H", "H", "H", "O", "S", "O", "O", "C", "C", "C", "H", "H", "H", "H", "H", "H", "H", "H", "O", "S", "O", "O", "C", "C", "C", "H", "H", "H", "H", "H", "H", "H", "H"], "coordinates": [[0.324, -3.778, 3.546], [0.204, -2.612, 3.205], [1.452, -1.658, 3.256], [0.979, 0.545, 3.437], [2.854, 1.633, 2.698], [2.628, 2.308, 1.285], [2.237, 1.312, 0.145], [2.663, 1.896, -1.065], [2.838, 0.083, 0.223], [0.863, 1.226, 0.033], [0.264, 1.285, 5.760], [-0.941, 0.469, 6.177], [1.464, 1.229, 6.949], [-0.299, 2.899, 5.628], [-1.170, -2.097, 2.679], [-2.430, -2.240, 3.403], [-3.632, -1.676, 2.773], [-3.606, -0.976, 1.483], [-2.334, -0.819, 0.764], [-1.147, -1.398, 1.381], [2.124, -1.973, 4.104], [2.018, -1.856, 2.294], [-0.325, 1.090, 2.315], [3.712, 0.915, 2.707], [2.997, 2.471, 3.430], [1.832, 3.102, 1.296], [3.589, 2.839, 1.012], [1.173, 1.878, 7.627], [-0.789, 2.933, 4.786], [-2.446, -2.766, 4.388], [-4.607, -1.767, 3.315], [-4.505, -0.529, 1.001], [-2.218, -0.281, -0.202], [-0.172, -1.277, 0.853], [6.156, -1.342, 4.554], [6.215, 0.086, 4.666], [6.015, 0.941, 3.535], [7.601, 0.495, 5.382], [8.821, 0.003, 4.825], [9.231, 0.783, 3.590], [5.131, 0.601, 5.963], [8.742, -1.066, 4.609], [9.586, 0.120, 5.595], [8.536, 0.608, 2.767], [10.228, 0.484, 3.260], [9.229, 1.856, 3.792], [5.322, -0.009, 6.844], [4.105, 0.459, 5.623], [5.309, 1.654, 6.174], [2.542, 5.285, 2.510], [2.605, 6.709, 2.637], [2.415, 7.574, 1.510], [3.982, 7.104, 3.369], [5.208, 6.609, 2.820], [5.635, 7.398, 1.597], [1.514, 7.216, 3.929], [5.126, 5.543, 2.595], [5.964, 6.716, 3.600], [4.948, 7.234, 0.765], [6.633, 7.097, 1.276], [5.635, 8.469, 1.809], [1.694, 6.597, 4.806], [0.494, 7.080, 3.575], [1.695, 8.267, 4.150], [5.571, -3.519, -3.891], [4.200, -3.906, -4.066], [3.406, -3.391, -5.142], [3.416, -3.684, -2.687], [3.473, -2.391, -2.063], [2.546, -1.404, -2.746], [4.102, -5.669, -4.087], [4.500, -2.018, -2.037], [3.153, -2.526, -1.029], [2.896, -1.172, -3.754], [2.495, -0.472, -2.184], [1.541, -1.819, -2.840], [4.658, -6.064, -3.239], [4.542, -6.017, -5.020], [3.055, -5.964, -4.036], [-7.062, -1.658, -1.232], [-6.149, -1.472, -2.321], [-4.985, -0.647, -2.199], [-6.977, -1.012, -3.624], [-7.835, 0.128, -3.515], [-7.051, 1.427, -3.557], [-5.653, -3.058, -2.924], [-8.447, 0.065, -2.612], [-8.514, 0.091, -4.369], [-6.432, 1.541, -2.666], [-7.727, 2.282, -3.611], [-6.382, 1.447, -4.420], [-6.538, -3.674, -3.073], [-5.002, -3.511, -2.176], [-5.110, -2.927, -3.858], [-6.925, -4.811, -8.042], [-7.280, -3.812, -7.077], [-7.625, -4.151, -5.726], [-8.441, -2.884, -7.690], [-9.626, -3.516, -8.184], [-10.555, -3.927, -7.057], [-6.011, -2.585, -7.039], [-9.372, -4.368, -8.819], [-10.130, -2.783, -8.816], [-10.118, -4.731, -6.463], [-11.508, -4.280, -7.455], [-10.738, -3.089, -6.383], [-5.783, -2.282, -8.059], [-5.132, -3.029, -6.574], [-6.357, -1.738, -6.449]], "mulliken_charge": [-0.6165, 0.1782, -0.7319, 0.9711, -1.2262, -0.6558, 0.8028, -0.3264, -0.1930, -0.2100, 0.6665, -0.7015, -0.4562, -0.5445, 0.4887, -0.4121, -0.5238, -0.4847, -0.5349, 0.0177, 0.3549, 0.0751, -0.3631, 0.2580, 0.3734, 0.2039, 0.3162, 0.2727, 0.2986, 0.3583, 0.2937, 0.3852, 0.4254, 0.3054, -0.6824, 1.2178, -0.5396, -0.2856, -0.3619, -0.9732, -0.8919, 0.3188, 0.2703, 0.2873, 0.3865, 0.2515, 0.3786, 0.2683, 0.3233, -0.3512, 1.0187, -0.6313, -0.3047, -0.1727, -1.0386, -0.9971, 0.2070, 0.2834, 0.2909, 0.3975, 0.2659, 0.3154, 0.3606, 0.3575, -0.6391, 1.2072, -0.6119, -0.2637, -0.1899, -0.7852, -0.9338, 0.3091, 0.1436, 0.3814, 0.1062, 0.2536, 0.3089, 0.3650, 0.3098, -0.6584, 1.2100, -0.6061, -0.1398, -0.4422, -1.0243, -0.8197, 0.3595, 0.2808, 0.3193, 0.3862, 0.2534, 0.2874, 0.4246, 0.1664, -0.6827, 1.2588, -0.5563, -0.2700, -0.3591, -0.9811, -0.8307, 0.3472, 0.2757, 0.2853, 0.3849, 0.2496, 0.3563, 0.3481, 0.1811]}

Number 3 is which compound?
C26H54F3InO19PS5

Number 2 is which compound?
C26H54ClLiO11